[1]
37
Properties=species:S:1:pos:R:3:forces:R:3 method="wB97M-V/def2-TZVPD" total_energy_ev=-37009.8360 homo_energy_ha=-0.125 lumo_energy_ha=0.1159 gap_ev=6.5533 total_charge=-1 multiplicity=1
F 4.22305 2.01702 -2.14227 -0.26 -0.69 -0.20
S 3.54176 0.54130 -2.16519 -0.49 0.18 2.17
C 1.91200 0.98244 -1.81345 1.50 1.55 -0.89
C 0.99043 0.26350 -1.13031 -0.86 -2.53 -0.28
C -0.43748 0.46915 -1.53270 -0.42 0.81 0.32
C -1.36802 -0.57601 -1.63369 0.39 -0.05 0.18
C -2.68000 -0.33722 -2.04115 -0.29 0.53 -0.02
C -3.11791 0.97409 -2.32121 0.42 -0.57 0.05
C -2.19992 2.02241 -2.21728 -0.08 -0.05 0.09
C -0.87943 1.77194 -1.84249 -0.22 -0.25 0.10
O 3.76036 0.06522 -3.48751 0.15 0.10 -0.50
O 4.13944 -0.16297 -1.05568 0.06 0.14 -1.06
H 1.68687 1.92157 -2.32749 -0.08 -0.45 0.20
H 1.21892 -0.76507 -0.83478 0.04 0.31 -0.51
H -1.03612 -1.59046 -1.38488 -0.21 0.34 -0.08
H -3.38809 -1.16771 -2.11290 0.28 0.25 0.02
H -4.15430 1.15973 -2.62589 0.43 -0.08 0.16
H -2.52992 3.05329 -2.39393 0.20 -0.43 0.01
H -0.18703 2.60244 -1.73846 -0.18 -0.13 0.02
C 2.41471 0.06655 1.56778 0.74 0.46 -0.64
C 0.97601 0.27624 1.14313 -0.86 0.86 1.26
C 0.60032 1.65668 1.08701 -0.26 0.93 -0.17
N 0.30943 2.77954 0.91256 0.38 -1.34 0.38
C -0.01611 -0.62450 1.77973 0.14 0.02 -0.43
C 0.30197 -1.99192 2.02673 0.06 0.54 -0.37
C -0.62065 -2.83891 2.62129 -0.35 0.24 -0.08
C -1.89496 -2.37021 2.97647 0.42 0.10 0.12
C -2.21599 -1.03041 2.74415 0.15 -0.15 -0.25
C -1.30422 -0.17374 2.13237 -0.17 -0.22 -0.03
H 2.60984 -0.92997 1.98613 -0.12 0.36 -0.18
H 3.00979 0.18515 0.65492 0.29 -0.15 0.50
H 2.80444 0.82438 2.28625 -0.48 -0.43 -0.28
H 1.28186 -2.37444 1.69734 -0.62 0.15 0.32
H -0.34930 -3.87620 2.79427 -0.08 0.06 0.00
H -2.60307 -3.03527 3.46039 0.03 0.06 -0.07
H -3.19520 -0.64405 3.02269 0.14 -0.12 -0.04
H -1.60348 0.85643 1.90805 0.25 -0.36 0.16

---

[2]
41
Properties=species:S:1:pos:R:3:forces:R:3 method="wB97M-V/def2-TZVPD" total_energy_ev=-117020.8151 homo_energy_ha="-0.035 / -0.030" lumo_energy_ha="0.1665 / 0.1666" gap_ev="5.4787 / 5.3490" total_charge=-2 de_lowest_kcal_mol=23.4 multiplicity=1
Rh -0.59561 -2.71230 1.34288 0.10 -0.12 -0.02
C 2.78117 -2.94176 1.75210 0.02 -0.08 -0.05
C 2.02948 -2.02352 0.83161 -0.10 0.11 0.04
N 1.14025 -2.51412 0.02285 0.23 0.11 -0.08
N 0.83185 -1.68079 -1.06236 -0.02 -0.15 0.02
C -0.37067 -1.76683 -1.48251 -0.06 0.00 -0.17
S -1.67423 -2.63287 -0.76362 0.16 0.17 0.39
S -0.73191 -0.88049 -3.01148 0.10 -0.02 -0.01
C -0.02459 0.75234 -2.59597 0.01 0.00 0.12
C -1.09770 1.72949 -2.21217 -0.02 -0.04 0.06
C -1.49834 2.74253 -3.07473 0.06 0.03 0.01
C -2.51799 3.61814 -2.72031 -0.02 0.02 -0.01
C -3.15093 3.48054 -1.49515 -0.02 0.01 0.02
C -2.75909 2.46477 -0.62880 0.02 -0.01 0.02
C -1.74065 1.59451 -0.97985 -0.02 -0.01 0.00
C 2.20872 -0.57345 0.93681 -0.17 -0.11 0.03
C 3.43861 0.06470 0.87320 0.05 0.05 0.01
C 3.55063 1.44258 0.98934 0.02 -0.08 -0.01
C 2.38140 2.17710 1.21095 -0.02 0.04 0.00
C 1.15307 1.56640 1.32902 -0.02 0.03 0.01
C 0.99309 0.15120 1.21837 -0.01 -0.03 0.02
O -0.13883 -0.40889 1.40149 -0.10 0.10 -0.34
H 3.09345 -3.84015 1.22040 -0.02 0.00 0.00
H 2.14157 -3.27313 2.57091 0.02 0.04 0.02
H 3.64763 -2.41761 2.15795 0.01 -0.01 0.00
H 0.56399 1.11654 -3.43877 -0.08 -0.05 -0.06
H 0.65754 0.56851 -1.76553 0.05 0.01 -0.02
H -1.00421 2.84738 -4.03550 0.00 0.00 0.00
H -2.81879 4.40441 -3.40397 0.00 0.00 0.00
H -3.95073 4.15659 -1.21515 0.01 0.00 0.00
H -3.25081 2.33980 0.32829 0.00 0.01 -0.01
H -1.45351 0.79606 -0.30044 0.05 0.00 0.01
H 4.32490 -0.53777 0.69328 0.01 0.01 0.00
H 4.51159 1.93418 0.90119 0.00 0.00 0.00
H 2.44084 3.25836 1.29960 0.00 0.00 0.00
H 0.26072 2.15131 1.51679 -0.03 0.00 0.00
Se -0.33311 -4.87043 2.16012 -0.03 -0.03 -0.13
O -4.32206 -2.88486 2.97685 0.01 -0.11 0.08
C -3.28136 -3.09633 2.36348 0.01 0.31 -0.19
O -2.20942 -2.38686 2.46658 -0.21 -0.11 0.12
H -3.22597 -3.91528 1.62224 0.00 -0.05 0.09

---

[3]
42
Properties=species:S:1:pos:R:3:forces:R:3 method="wB97M-V/def2-TZVPD" total_energy_ev=-63039.7755 homo_energy_ha=-0.291 lumo_energy_ha=0.0028 gap_ev=7.9992 smiles="CCOC(=O)CC(=O)CSc1nc2c(sc(=S)n2-c2ccccc2)c(=O)[nH]1" total_charge=0 de_lowest_kcal_mol=5.1 multiplicity=1
C -4.56628 -2.40047 0.38906 -0.03 0.38 0.12
C -5.21364 -1.14836 0.96025 -0.33 -0.36 -0.31
O -4.22947 -0.16748 1.30961 0.09 -0.07 0.36
C -3.80696 0.64480 0.35234 0.26 0.52 0.15
O -4.20036 0.64638 -0.78432 -0.12 -0.12 -0.25
C -2.74211 1.59006 0.88744 -0.19 -0.15 0.31
C -1.35048 1.12928 0.48777 -0.15 0.07 -0.10
O -0.46517 0.98357 1.28399 0.02 0.14 0.14
C -1.18095 0.83064 -0.98654 0.37 -0.42 -0.10
S -1.44859 -0.96369 -1.18284 -0.43 0.03 -0.27
C 0.13747 -1.55904 -0.74945 0.37 0.40 0.02
N 1.10856 -0.71626 -0.62052 0.00 0.08 -0.03
C 2.29807 -1.23448 -0.25454 -0.72 -1.50 0.04
C 2.52597 -2.58069 -0.05219 0.19 0.45 -0.02
S 4.17387 -2.85987 0.43034 -0.07 0.58 -0.05
C 4.51152 -1.12271 0.34835 0.39 -0.55 0.06
S 5.96924 -0.45413 0.64123 0.35 -0.14 0.08
N 3.38335 -0.44446 -0.02750 -0.01 0.01 0.06
C 3.31094 0.96858 -0.14943 -0.03 0.65 -0.09
C 2.85072 1.51839 -1.33712 0.17 -0.08 0.07
C 2.74082 2.89226 -1.45236 -0.02 0.04 -0.05
C 3.09642 3.70991 -0.39276 -0.02 0.06 -0.01
C 3.55978 3.15320 0.78718 -0.01 0.00 0.02
C 3.66514 1.78019 0.91729 -0.12 -0.11 -0.05
C 1.47544 -3.54201 -0.22033 -0.05 0.56 -0.10
O 1.50173 -4.74103 -0.09544 0.11 -0.42 0.08
N 0.26595 -2.89343 -0.58065 -0.21 -0.07 -0.04
H -4.06882 -2.16880 -0.54972 -0.01 -0.04 -0.04
H -3.83605 -2.79765 1.08983 0.06 -0.08 0.05
H -5.32964 -3.15138 0.20872 -0.08 -0.11 -0.03
H -5.73763 -1.36428 1.89303 0.05 0.08 -0.12
H -5.90449 -0.71039 0.23323 0.05 -0.05 0.18
H -2.80256 1.64523 1.97387 0.07 0.04 -0.11
H -2.90568 2.57456 0.44477 -0.05 -0.03 -0.03
H -0.16168 1.03271 -1.31295 -0.10 0.12 0.03
H -1.93140 1.31404 -1.60708 0.03 -0.05 0.00
H 2.58864 0.87242 -2.16117 -0.01 -0.04 -0.06
H 2.38389 3.32447 -2.37542 -0.02 0.03 -0.08
H 3.01404 4.78210 -0.48840 0.00 0.09 -0.01
H 3.83717 3.78851 1.61416 0.02 0.05 0.08
H 4.01895 1.34027 1.83584 0.02 -0.04 0.05
H -0.53573 -3.50097 -0.70757 0.13 0.03 0.07

---

[4]
43
Properties=species:S:1:pos:R:3:forces:R:3 method="wB97M-V/def2-TZVPD" total_energy_ev=-39599.9636 homo_energy_ha="-0.166 / -0.166" lumo_energy_ha="0.0989 / 0.0754" gap_ev="7.2187 / 6.5766" total_charge=-1 de_lowest_kcal_mol=0.0 multiplicity=3
Pd 0.89188 -0.92298 -1.10688 0.00 -0.33 0.50
C 5.05163 0.34109 -1.13738 0.05 0.01 -0.04
C 3.54270 0.39834 -1.28648 -0.13 0.20 -0.23
O 2.98026 -0.69863 -1.58347 0.15 -0.11 0.19
C 2.93077 1.64479 -1.13643 -0.06 0.06 0.13
C 1.54361 1.97722 -1.21067 0.33 0.15 -0.05
C 1.15330 3.42466 -1.05046 0.07 0.02 -0.05
N 0.61442 1.08572 -1.38334 -0.76 0.46 0.02
N -0.72490 1.53503 -1.36709 0.84 0.09 -0.07
C -1.54579 0.54475 -1.17150 -0.43 -0.17 0.18
O -1.25562 -0.68861 -0.97390 -0.20 0.01 -0.21
C -3.00860 0.90738 -1.14534 0.28 -0.06 0.02
C -3.42718 2.23251 -1.14215 -0.12 0.18 -0.03
C -4.77914 2.54280 -1.09603 0.10 0.00 -0.01
C -5.72778 1.52836 -1.05704 -0.01 -0.01 0.01
C -5.31395 0.20466 -1.06641 0.13 -0.06 -0.01
C -3.95735 -0.10377 -1.10588 -0.20 -0.09 0.01
H 5.35954 -0.69791 -1.04335 0.00 0.00 0.01
H 5.38687 0.90322 -0.26506 0.00 0.01 -0.01
H 5.53520 0.76968 -2.01822 -0.01 -0.01 0.00
H 3.59850 2.47394 -0.93444 -0.03 -0.02 0.02
H 2.03761 4.05818 -0.99211 -0.02 -0.03 0.00
H 0.54898 3.55799 -0.15241 -0.02 -0.02 0.01
H 0.52854 3.73692 -1.88611 -0.01 0.00 -0.01
H -2.67562 3.00996 -1.17960 -0.02 -0.01 0.01
H -5.09437 3.57949 -1.09009 0.00 0.00 0.00
H -6.78317 1.77010 -1.01515 0.00 0.00 -0.02
H -6.04648 -0.59306 -1.04173 0.00 0.00 0.01
H -3.61083 -1.12901 -1.10370 -0.02 0.01 0.01
O 0.77032 -4.99998 3.36163 -0.05 -0.26 -0.57
C 0.77747 -3.78531 3.85495 0.01 0.53 0.00
O 0.74043 -3.56304 5.04699 -0.01 -0.14 -0.08
C 0.83711 -2.63306 2.89789 0.10 -0.13 -0.08
C 0.81124 -1.34054 3.36577 -0.02 0.06 0.02
N 0.90624 -0.53265 2.30017 -0.02 0.37 -0.01
N 0.99536 -1.21391 1.16153 0.00 -0.51 -0.45
C 0.95499 -2.49745 1.48319 -0.11 -0.06 0.24
C 0.99566 -3.53083 0.36833 0.09 -0.08 0.23
O 1.00177 -4.72902 0.71092 -0.12 0.01 0.42
O 1.02853 -3.08661 -0.79944 0.02 -0.11 -0.17
H 0.80750 -4.97945 2.34851 0.15 0.08 0.06
H 0.73282 -0.97432 4.37468 0.00 0.00 -0.01
H 0.88757 0.47336 2.26732 0.02 -0.05 -0.01